Molecular formula: C37H63IMnN6O6PSSb2
Method: DFT, ωB97M-V/def2-TZVPD

Computed properties:
* energy above the lowest of the compared OMol25 structures with the same formula, charge and spin: 6.61 kcal/mol
* ⟨S²⟩: 6.054
* HOMO-LUMO gap (spin up / spin down): 0.215 / 0.244 Eh
* 2S+1: 5
* highest occupied orbital energy (spin up / spin down): -7.558 / -7.558 eV
* E_LUMO (spin up / spin down): -1.720 / -0.921 eV

Positions of all 118 atoms, in Å:
Mn -0.009 -1.166 0.861
C -2.015 1.811 -1.137
Sb -2.341 0.393 0.423
C -2.016 1.651 2.120
C -4.488 0.663 0.613
C -5.364 0.380 -0.565
C -5.370 1.291 -1.622
C -6.160 1.106 -2.742
C -6.984 -0.007 -2.816
C -7.010 -0.906 -1.765
C -6.213 -0.739 -0.631
C -6.304 -1.753 0.463
Sb -4.717 -3.228 0.412
C -5.169 -3.866 -1.589
C -5.913 -4.709 1.415
H -2.453 2.775 -0.874
H -2.462 1.452 -2.063
H -0.942 1.919 -1.276
H -2.325 2.671 1.891
H -0.969 1.626 2.409
H -2.629 1.257 2.927
H -4.502 1.729 0.846
H -4.779 0.120 1.508
H -4.740 2.170 -1.555
H -6.137 1.828 -3.546
H -7.615 -0.167 -3.680
H -7.671 -1.764 -1.812
H -7.225 -2.329 0.365
H -6.300 -1.299 1.453
H -6.130 -4.378 -1.613
H -4.400 -4.534 -1.975
H -5.216 -2.989 -2.234
H -6.737 -5.014 0.772
H -6.315 -4.278 2.331
H -5.322 -5.584 1.679
N 1.635 -2.525 0.556
C 2.044 -2.673 -0.836
C 1.086 -2.663 -1.838
C 1.480 -2.767 -3.163
C 2.823 -2.867 -3.489
C 3.772 -2.918 -2.481
C 3.385 -2.829 -1.153
S 3.336 -2.814 -5.214
O 2.223 -2.138 -5.863
O 4.564 -2.038 -5.159
O 3.505 -4.207 -5.578
H 2.439 -2.274 1.122
H 1.324 -3.435 0.894
H 0.033 -2.562 -1.598
H 0.757 -2.714 -3.966
H 4.817 -2.985 -2.752
H 4.128 -2.861 -0.363
N 0.878 0.342 0.631
P 1.814 1.546 0.309
N 3.307 1.275 1.000
C 4.420 2.208 0.829
C 5.180 2.382 2.148
C 5.217 1.061 2.933
C 5.098 -0.111 1.968
C 3.717 -0.096 1.313
N 1.479 3.059 0.939
C 1.603 3.269 2.385
C 1.978 4.716 2.674
C 0.944 5.665 2.078
C 0.775 5.379 0.591
C 0.441 3.911 0.357
N 1.844 1.870 -1.316
C 2.527 3.031 -1.897
C 3.759 2.643 -2.707
C 3.402 1.616 -3.773
C 2.695 0.424 -3.144
C 1.490 0.875 -2.334
H 4.030 3.166 0.490
H 5.098 1.844 0.049
H 4.711 3.164 2.750
H 6.193 2.722 1.923
H 4.379 1.021 3.635
H 6.129 0.992 3.527
H 5.234 -1.065 2.480
H 5.883 -0.051 1.210
H 2.985 -0.494 2.026
H 3.712 -0.725 0.416
H 2.351 2.584 2.777
H 0.650 3.036 2.879
H 2.960 4.919 2.234
H 2.068 4.860 3.753
H 1.226 6.706 2.246
H -0.016 5.509 2.584
H 1.704 5.618 0.063
H -0.012 6.002 0.160
H 0.357 3.703 -0.707
H -0.530 3.683 0.812
H 2.782 3.734 -1.105
H 1.813 3.536 -2.563
H 4.518 2.229 -2.037
H 4.182 3.546 -3.156
H 4.288 1.283 -4.315
H 2.735 2.076 -4.510
H 3.386 -0.121 -2.490
H 2.379 -0.270 -3.923
H 1.006 0.034 -1.843
H 0.756 1.338 -3.008
N -0.914 -4.099 2.347
C -1.240 -3.897 1.074
O -1.057 -2.801 0.523
C -1.717 -5.053 0.255
I 0.004 -6.147 -0.392
H -0.600 -3.296 2.884
H -1.120 -4.967 2.808
H -2.213 -4.684 -0.634
H -2.356 -5.731 0.813
C -0.900 -1.040 5.062
C -1.097 -1.197 3.570
O -2.217 -1.189 3.065
O 0.001 -1.369 2.895
H -1.845 -0.813 5.548
H -0.172 -0.254 5.255
H -0.489 -1.962 5.477

Mulliken population analysis, charges in e, atoms 1 to 2: atom 1 (Mn): 1.087, atom 2 (C): -0.557

Molecular formula: C37H64Cl2FNOSSbW
Method: DFT, ωB97M-V/def2-TZVPD

Computed properties:
* energy above the lowest of the compared OMol25 structures with the same formula, charge and spin: 26.47 kcal/mol
* ⟨S²⟩: 2.021
* net charge: +3
* HOMO-LUMO gap (spin up / spin down): 0.230 / 0.259 Eh
* 2S+1: 3
* highest occupied orbital energy (spin up / spin down): -15.372 / -16.288 eV
* E_LUMO (spin up / spin down): -9.116 / -9.247 eV

Positions of all 109 atoms, in Å:
W -0.862 -0.149 0.721
Cl 0.765 -1.916 1.261
C 2.110 -1.256 2.127
Cl 0.833 0.982 -0.412
H 2.610 -0.442 1.618
H 2.680 -2.005 2.658
C -4.638 0.882 -0.202
C -3.800 1.355 0.992
C -2.459 1.928 0.525
C -3.640 0.293 2.070
C -4.220 0.522 3.305
C -4.161 -0.436 4.311
C -3.470 -1.622 4.119
C -2.838 -1.895 2.914
C -2.090 -3.202 2.750
C -3.043 -4.400 2.851
C -0.986 -3.319 3.810
C -2.938 -0.928 1.888
N -2.395 -1.211 0.578
C -2.932 -2.043 -0.416
C -4.106 -2.773 -0.358
C -4.464 -3.523 -1.471
C -3.670 -3.529 -2.615
C -2.491 -2.786 -2.683
C -2.171 -2.069 -1.566
F -1.041 -1.268 -1.491
H -4.946 1.743 -0.796
H -5.543 0.374 0.130
H -4.086 0.208 -0.858
H -4.342 2.179 1.458
H -1.902 1.169 -0.116
H -1.882 2.345 1.347
H -2.611 2.712 -0.218
H -4.757 1.447 3.476
H -4.672 -0.259 5.250
H -3.445 -2.359 4.912
H -1.633 -3.227 1.758
H -3.549 -4.420 3.816
H -2.481 -5.329 2.750
H -3.803 -4.381 2.070
H -1.414 -3.517 4.793
H -0.390 -2.407 3.887
H -0.322 -4.152 3.573
H -4.723 -2.748 0.532
H -5.375 -4.103 -1.450
H -3.973 -4.113 -3.473
H -1.869 -2.774 -3.568
C 1.666 -2.434 -4.426
C 1.792 -0.993 -4.901
C 2.819 -0.849 -6.018
C 0.443 -0.392 -5.277
Sb 2.468 0.188 -3.127
C 2.467 2.369 -3.568
C 3.124 2.544 -4.934
C 3.249 3.082 -2.474
C 1.007 2.812 -3.590
C 4.337 -0.586 -2.232
C 4.766 0.370 -1.126
C 5.368 -0.660 -3.355
C 3.993 -1.959 -1.665
H 1.184 -3.018 -5.218
H 1.053 -2.527 -3.526
H 2.637 -2.892 -4.246
H 2.439 -1.383 -6.896
H 3.776 -1.301 -5.765
H 2.982 0.180 -6.322
H 0.004 -0.997 -6.078
H 0.538 0.622 -5.662
H -0.260 -0.391 -4.440
H 4.139 2.145 -4.971
H 3.189 3.616 -5.150
H 2.534 2.095 -5.731
H 4.317 2.892 -2.547
H 2.907 2.824 -1.469
H 3.104 4.160 -2.598
H 0.421 2.288 -4.341
H 0.980 3.877 -3.840
H 0.525 2.694 -2.619
H 5.134 1.315 -1.515
H 5.586 -0.093 -0.567
H 3.958 0.575 -0.418
H 5.532 0.305 -3.838
H 5.098 -1.394 -4.112
H 6.329 -0.973 -2.930
H 3.257 -1.887 -0.859
H 4.902 -2.403 -1.247
H 3.616 -2.646 -2.419
C -2.419 2.922 5.904
C -1.332 2.651 4.865
C -0.836 1.218 5.005
S 0.309 0.631 3.770
O -0.504 0.864 2.444
C 1.590 1.913 3.757
C 1.395 3.064 2.766
C 2.750 3.659 2.386
H -2.797 3.937 5.798
H -2.032 2.818 6.917
H -3.259 2.234 5.789
H -0.509 3.350 5.019
H -1.726 2.811 3.859
H -1.658 0.499 4.962
H -0.307 1.057 5.951
H 2.510 1.369 3.538
H 1.648 2.261 4.791
H 0.762 3.834 3.206
H 0.887 2.707 1.871
H 3.326 3.942 3.267
H 2.612 4.557 1.785
H 3.345 2.948 1.809

Mulliken population analysis, charges in e, atoms 1 to 2: atom 1 (W): 0.220, atom 2 (Cl): -0.031

Molecular formula: C37H64Cl2O30
Method: DFT, ωB97M-V/def2-TZVPD

Computed properties:
* energy above the lowest of the compared OMol25 structures with the same formula, charge and spin: 0.00 kcal/mol
* HOMO-LUMO gap: 0.381 Eh
* highest occupied orbital energy: -10.024 eV
* SMILES string: CCOC(=O)OC.CCOC(=O)OC.CCOC(=O)OC.CCOC(=O)OC.CCOC(=O)OC.O=C1OCCO1.O=C1OCCO1.O=C1OCCO1.O=C1OCCO1.O=C1OCCO1.ClCCCl
* E_LUMO: 0.330 eV

Positions of all 133 atoms, in Å:
Cl -0.857 2.551 1.685
C -1.034 2.362 -0.079
C -0.683 0.974 -0.564
Cl 0.928 0.437 0.035
H -0.369 3.015 -0.642
H -2.058 2.593 -0.359
H -0.729 0.937 -1.649
H -1.382 0.224 -0.194
C -0.725 2.269 6.716
C -1.093 2.025 5.256
O -0.344 0.845 4.928
C 0.649 0.688 5.844
O 1.502 -0.139 5.702
O 0.441 1.473 6.901
H -1.428 1.899 7.469
H -0.577 3.319 6.970
H -0.877 2.828 4.551
H -2.145 1.776 5.126
C -6.308 -1.100 -0.655
C -4.837 -1.460 -0.701
O -4.703 -2.069 -1.981
C -5.915 -2.571 -2.309
O -6.109 -3.296 -3.242
O -6.877 -2.027 -1.565
H -6.366 -0.085 -1.060
H -6.766 -1.110 0.330
H -4.453 -2.025 0.156
H -4.215 -0.571 -0.588
C -2.077 -4.440 -3.895
C -2.868 -3.752 -4.999
O -2.424 -2.388 -4.901
C -1.644 -2.207 -3.835
O -1.229 -1.144 -3.473
O -1.391 -3.366 -3.218
H -1.392 -5.174 -4.314
H -2.737 -4.874 -3.148
H -3.944 -3.723 -4.816
H -2.619 -4.003 -6.029
C 1.404 6.102 -2.248
C 1.584 5.925 -0.745
O 0.326 5.396 -0.374
C -0.600 5.805 -1.260
O -1.779 5.742 -1.097
O -0.009 6.252 -2.368
H 1.709 5.240 -2.851
H 1.985 6.901 -2.708
H 1.773 6.872 -0.235
H 2.358 5.201 -0.499
C -5.809 4.143 -1.477
C -4.886 4.853 -0.486
O -4.372 3.798 0.328
C -4.838 2.612 -0.109
O -4.658 1.542 0.386
O -5.582 2.764 -1.213
H -5.588 4.430 -2.502
H -6.849 4.390 -1.268
H -5.418 5.535 0.181
H -4.099 5.472 -0.916
C 2.684 -1.340 2.653
C 2.768 -2.577 3.525
O 2.356 -3.750 2.825
C 3.249 -4.540 2.234
O 2.907 -5.463 1.559
O 4.511 -4.224 2.506
C 5.544 -4.933 1.864
H 1.642 -1.048 2.477
H 2.991 -1.494 1.614
H 3.147 -0.489 3.151
H 2.118 -2.358 4.373
H 3.774 -2.724 3.911
H 5.442 -4.992 0.782
H 5.721 -5.919 2.295
H 6.448 -4.356 2.070
C 9.490 -0.904 1.959
C 8.674 -1.871 1.065
O 7.299 -1.585 1.103
C 6.772 -0.834 0.136
O 7.388 -0.343 -0.773
O 5.469 -0.765 0.374
C 4.650 -0.119 -0.572
H 9.075 -0.783 2.953
H 9.323 0.035 1.417
H 10.537 -1.183 1.889
H 8.815 -2.864 1.508
H 9.152 -1.994 0.094
H 5.090 0.874 -0.737
H 3.662 0.201 -0.234
H 4.502 -0.660 -1.507
C 0.748 -2.971 -0.305
C 1.766 -2.786 -1.445
O 2.984 -3.450 -1.077
C 4.005 -3.226 -1.898
O 3.918 -2.713 -2.986
O 5.107 -3.709 -1.355
C 6.275 -3.744 -2.163
H 0.486 -4.027 -0.267
H -0.135 -2.371 -0.506
H 1.276 -2.635 0.583
H 1.876 -1.708 -1.559
H 1.445 -3.244 -2.378
H 7.157 -3.605 -1.540
H 6.296 -2.828 -2.762
H 6.319 -4.602 -2.826
C -2.776 3.486 -3.262
C -1.481 3.529 -4.083
O -0.521 2.775 -3.367
C 0.451 2.123 -4.025
O 0.518 1.952 -5.202
O 1.290 1.704 -3.101
C 2.503 1.063 -3.432
H -2.988 2.462 -2.957
H -3.620 3.825 -3.868
H -2.770 4.179 -2.420
H -1.080 4.541 -4.181
H -1.696 3.137 -5.078
H 3.335 1.747 -3.236
H 2.582 0.824 -4.491
H 2.638 0.206 -2.777
C -2.680 -0.822 2.452
C -3.557 -0.041 3.375
O -4.878 -0.252 2.847
C -5.900 0.006 3.653
O -5.866 0.372 4.805
O -7.011 -0.409 3.039
C -8.281 -0.221 3.632
H -1.606 -0.627 2.498
H -2.943 -0.743 1.397
H -2.727 -1.908 2.599
H -3.221 1.000 3.379
H -3.554 -0.349 4.422
H -8.423 -0.886 4.486
H -9.012 -0.516 2.886
H -8.448 0.794 3.988

Mulliken population analysis, charges in e, atoms 1 to 2: atom 1 (Cl): -0.036, atom 2 (C): 0.940

Molecular formula: C37H65N10O3
Method: DFT, ωB97M-V/def2-TZVPD

Computed properties:
* ⟨S²⟩: 0.754
* HOMO-LUMO gap: 0.211 Eh
* 2S+1: 2
* highest occupied orbital energy: -5.445 eV
* E_LUMO: 0.300 eV

Positions of all 115 atoms, in Å:
C 4.318 -2.850 -0.253
C 3.349 -1.997 -1.041
O 3.985 -0.787 -1.417
C 3.749 -0.385 -2.753
C 2.376 0.238 -2.900
C 2.224 1.596 -2.229
C 0.756 1.883 -1.917
C 0.267 1.129 -0.672
C -1.095 0.397 -0.751
C -1.629 0.426 0.686
O -2.842 -0.288 0.785
C -2.873 -1.200 1.869
C -4.208 -1.909 1.840
C -0.866 -1.106 -1.078
C -1.725 -1.813 -2.149
C -2.299 -3.111 -1.535
C -0.829 -2.267 -3.310
N -2.880 -1.030 -2.626
O -3.576 -1.638 -3.510
C -2.697 0.419 -2.858
C -4.090 1.018 -3.101
C -1.887 0.687 -4.128
C -2.146 1.117 -1.612
H 3.779 -3.710 0.135
H 4.681 -2.269 0.587
H 5.133 -3.161 -0.898
H 2.500 -1.766 -0.391
H 2.952 -2.542 -1.897
H 4.538 0.314 -3.022
H 3.812 -1.250 -3.420
H 1.686 -0.456 -2.415
H 2.069 0.279 -3.942
H 2.850 1.685 -1.345
H 2.559 2.355 -2.937
H 0.656 2.951 -1.736
H 0.174 1.681 -2.809
H 1.039 0.412 -0.399
H 0.228 1.832 0.158
H -1.733 1.458 1.033
H -0.868 -0.044 1.316
H -2.714 -0.681 2.817
H -2.076 -1.931 1.723
H -4.232 -2.658 2.625
H -4.310 -2.371 0.863
H -5.019 -1.195 1.940
H 0.169 -1.261 -1.361
H -0.982 -1.654 -0.153
H -1.571 -3.578 -0.884
H -2.568 -3.792 -2.336
H -3.219 -2.878 -1.007
H -0.097 -1.523 -3.603
H -1.420 -2.620 -4.149
H -0.268 -3.121 -2.933
H -4.542 0.606 -3.997
H -3.960 2.078 -3.268
H -4.730 0.844 -2.243
H -2.321 0.111 -4.939
H -1.925 1.749 -4.336
H -0.854 0.367 -4.031
H -1.818 2.101 -1.926
H -3.009 1.296 -0.979
C -1.311 -4.816 3.757
C -0.635 -4.064 2.710
N -0.124 -3.474 1.863
H -2.251 -4.330 4.013
H -1.518 -5.823 3.410
H -0.683 -4.867 4.644
C 6.380 -0.018 2.152
C 7.259 -0.441 3.232
N 7.963 -0.753 4.089
H 6.621 -0.562 1.242
H 5.344 -0.215 2.420
H 6.507 1.049 1.975
C -2.403 -9.049 1.564
C -2.527 -8.373 2.848
N -2.626 -7.831 3.860
H -3.274 -8.832 0.950
H -1.509 -8.701 1.050
H -2.333 -10.123 1.720
C 10.138 2.098 4.341
C 9.140 2.860 3.605
N 8.338 3.455 3.029
H 10.731 2.769 4.960
H 9.644 1.366 4.978
H 10.792 1.576 3.646
C -6.146 4.755 -2.345
C -4.741 4.405 -2.200
N -3.629 4.140 -2.068
H -6.229 5.777 -2.708
H -6.623 4.083 -3.056
H -6.645 4.681 -1.380
C -3.720 4.129 1.976
C -4.850 4.946 1.546
N -5.722 5.789 1.166
H -3.001 4.682 2.600
H -4.059 3.251 2.537
H -3.190 3.773 1.090
C -1.242 -6.095 -5.126
C -0.679 -6.245 -3.791
N -0.239 -6.348 -2.732
H -1.602 -7.057 -5.485
H -2.071 -5.390 -5.096
H -0.480 -5.722 -5.807
C -4.529 9.652 1.335
C -4.942 8.260 1.254
N -5.283 7.169 1.194
H -5.081 10.238 0.602
H -4.720 10.055 2.329
H -3.464 9.728 1.118
C 7.072 4.784 6.500
C 8.453 4.568 6.910
N 9.550 4.391 7.213
H 6.994 5.719 5.952
H 6.751 3.968 5.855
H 6.430 4.826 7.378

Mulliken population analysis, charges in e, atoms 1 to 2: atom 1 (C): -1.348, atom 2 (C): 0.181